The following is a DFT calculation (ωB97M-V with the def2-TZVPD basis set) of a structure of composition C13H17ClF5O3Zr at a distorted geometry.

Last column: Mulliken charge in e.
Geometry (Å):
Zr 5.9278 5.8114 9.5522  1.651
C 5.1070 8.4021 11.8951  -1.401
C 4.1605 8.2402 10.7364  1.493
C 2.7069 7.7458 11.1054  -1.422
C 4.0890 9.4462 9.8241  -1.675
O 4.6919 7.0847 9.9718  -0.385
H 4.7375 9.0258 12.7386  0.418
H 6.1068 8.7037 11.4626  0.268
H 5.3937 7.3977 12.2179  0.326
H 2.1039 8.6272 11.4717  0.373
H 2.8289 6.9992 11.9186  0.350
H 2.2631 7.1850 10.2449  0.346
H 3.6904 10.1976 10.4698  0.534
H 3.4853 9.3387 8.9769  0.384
H 5.1164 9.7270 9.5445  0.354
C 6.3949 8.2722 7.4736  -0.642
C 5.4195 7.3607 6.7434  -0.258
O 5.7062 6.0208 7.2309  -0.515
H 6.4240 9.2646 7.1051  0.505
H 7.4009 7.9000 7.3147  0.297
H 6.1091 8.3064 8.4815  -0.236
H 5.5158 7.4853 5.7081  0.479
H 4.3482 7.5227 6.9283  0.253
H 5.3227 5.3922 6.6258  0.260
F 12.0672 5.0085 12.8984  -0.261
C 11.0000 5.3189 12.2124  0.515
C 10.4709 6.6334 12.3324  0.259
F 11.1232 7.4642 13.0975  -0.275
C 9.3798 7.0516 11.5274  -0.022
F 8.9595 8.3685 11.5047  -0.304
C 8.6570 6.1161 10.7461  0.389
O 7.6907 6.5033 9.9088  -0.609
C 9.1528 4.8059 10.7003  0.297
F 8.5356 3.9978 9.8380  -0.375
C 10.3126 4.4214 11.3863  0.093
F 10.8176 3.1865 11.2896  -0.279
Cl 5.0580 3.5677 9.7601  -0.245
C 5.8992 4.2569 11.2695  -0.795
H 6.7296 3.6950 11.5865  0.405
H 5.1864 4.2730 12.0694  0.450

- HOMO level (eV) = -11.9
- strongest force on any atom (eV Å⁻¹) = 2.807
- energy relative to the best compared isomer or geometry (same formula, charge and spin) (kJ/mol) = 67.31
- E (a.u.) = -1737.639915
- frontier orbital gap (Eh) = 0.320
- net charge = +1

***

The following is a DFT calculation (ωB97M-V with the def2-TZVPD basis set) of a structure of composition C13H17ClN2O4Pb at a distorted geometry.

Last column: Mulliken charge in e.
Geometry (Å):
C -1.1868 0.4447 4.7722  -0.934
C -0.8108 -2.0009 4.2041  0.023
H -0.4292 0.1172 4.0481  0.493
H -2.1839 0.0949 4.4669  0.348
H -1.2059 1.5390 4.8305  0.384
H -1.1990 -2.1002 3.1459  0.322
H 0.9338 -1.4299 5.5000  0.490
H -1.5737 -1.7945 4.9849  0.296
C 0.5526 3.0767 -2.1796  -0.001
C 0.8800 3.7554 -3.3392  -0.744
C 1.1749 3.0069 -4.4916  -0.336
C 1.1115 1.6194 -4.4377  -0.691
H 0.3140 3.6111 -1.2552  0.380
H 0.9062 4.8521 -3.3477  0.387
H 1.4393 3.5095 -5.4224  0.445
H 1.3207 0.9952 -5.2990  0.312
N 0.5422 1.7135 -2.1035  -0.202
C 0.7849 0.9720 -3.2315  0.628
C 0.7062 -0.4839 -3.0799  0.689
N 0.5910 -0.9635 -1.8051  -0.244
C 0.4560 -2.2917 -1.5719  0.086
C 0.5537 -2.7496 -3.9291  -0.380
C 0.4273 -3.2189 -2.6127  -0.758
H 0.3584 -2.5949 -0.5332  0.386
H 0.2976 -4.2807 -2.3819  0.377
C 0.7092 -1.3730 -4.1671  -0.597
H 0.8032 -0.9699 -5.1809  0.263
H 0.5457 -3.4454 -4.7606  0.454
Pb 0.2514 0.5228 -0.0167  0.797
C -1.9842 0.2638 -0.1419  -1.356
H -2.2056 -0.7867 -0.3847  0.352
H -2.3566 0.9004 -0.9469  0.366
H -2.4266 0.5397 0.8079  0.391
O 0.7242 1.7094 6.4369  -0.331
Cl 0.4692 0.3165 6.7701  1.105
O 1.4176 -0.6119 5.9936  -0.375
O -1.0414 -0.1150 6.0740  -0.317
O 0.3329 -2.3495 4.5848  -0.507

- HOMO level (eV) = -13.9
- strongest force on any atom (eV Å⁻¹) = 3.065
- energy relative to the best compared isomer or geometry (same formula, charge and spin) (kJ/mol) = 0.00
- E (a.u.) = -1568.199465
- frontier orbital gap (Eh) = 0.231
- net charge = +2

***

The following is a DFT calculation (ωB97M-V with the def2-TZVPD basis set) of a structure of composition C13H17ClOPb at a distorted geometry.

Last column: Mulliken charge in e.
Geometry (Å):
C 1.7469 3.1287 -1.1384  -0.424
C 0.6631 2.6270 -1.9132  -0.379
C 0.9099 1.2418 -2.1757  -0.832
H -0.2156 3.1932 -2.2162  0.410
C 2.1681 0.9022 -1.5848  -0.333
C 2.6874 2.0717 -0.9570  -0.454
H 3.6470 2.1525 -0.4495  0.513
H 1.8547 4.1437 -0.7596  0.412
H 0.2766 0.5700 -2.7542  0.574
H 2.6563 -0.0719 -1.6190  0.571
Pb -1.0618 0.4503 0.1946  0.984
Cl -0.2732 2.5329 1.3828  -0.511
C -3.6961 -0.7663 0.7176  -0.669
C -3.1233 -1.8347 -0.0554  -0.396
C -3.3184 -1.5299 -1.4351  -0.394
H -2.6813 -2.7484 0.3427  0.432
C -4.0000 -0.2800 -1.5236  -0.278
C -4.2313 0.1978 -0.2008  -0.383
H -4.7835 1.0997 0.0646  0.397
H -3.7421 -0.7154 1.8061  0.495
H -3.0678 -2.1783 -2.2751  0.404
H -4.3613 0.1823 -2.4425  0.427
C 2.7019 -0.2566 1.9487  -1.165
C 1.6277 -1.1023 1.2712  1.243
C 1.6427 -2.5209 1.8242  -1.484
O 0.3116 -0.6684 1.4646  -0.742
H 2.4155 -0.0041 2.9766  0.310
H 2.9082 0.6884 1.4328  0.165
H 3.6320 -0.8390 1.9742  0.366
H 1.8738 -1.0689 0.1932  -0.298
H 1.2868 -2.4721 2.8631  0.325
H 0.9246 -3.1199 1.2586  0.315
H 2.6206 -3.0051 1.7840  0.400

- HOMO level (spin up / spin down) (eV) = -8.2 / -8.2
- strongest force on any atom (eV Å⁻¹) = 3.282
- energy relative to the best compared isomer or geometry (same formula, charge and spin) (kJ/mol) = 0.00
- E (a.u.) = -1233.693331
- frontier orbital gap (spin up / spin down) (Eh) = 0.226 / 0.190